Here is C45H58N10NaOS4 as an isolated structure from OMol25. Energies are from ωB97M-V/def2-TZVPD.

Properties
**Max |F|**: 0.93 eV Å⁻¹
**ΔE to the lowest compared entry with this formula, charge and spin**: 0.0 kcal per mole
**Highest occupied orbital energy**: -4.0 eV
**LUMO**: 1.98 eV
**Kohn-Sham gap**: 5.995 eV
**Net charge**: -1
**Molecular weight**: 906.29 g/mol

```
119
C45H58N10NaOS4 (ωB97M-V/def2-TZVPD)
H 2.29243 -3.65009 4.40521
H 0.40980 -6.10568 0.46889
C 1.97235 -1.17855 5.27577
H -2.75672 7.21952 0.90973
H -2.13691 -5.40538 -4.41888
C -2.20729 4.11721 -3.29576
H 0.09303 -0.87604 4.29719
H -3.20115 -0.53951 4.56427
H -0.20386 2.72301 4.22989
Na -0.48180 0.53277 -0.72039
H 0.68316 1.99268 -5.94608
S -1.04203 -2.51230 -0.94575
H 1.60742 4.40682 1.40618
O -1.10989 2.40469 -0.24809
H -4.76765 3.15248 -3.12740
H -3.67751 -2.74906 -4.34610
C 0.60740 -6.03892 -0.59389
H -2.43199 5.17564 -3.46124
H 0.98359 5.21753 2.83853
H 3.13033 -3.75014 -0.57144
H 2.97566 -5.02462 2.43218
H 1.25944 -5.67108 -4.37107
H -1.27959 -1.02850 -5.67335
C -4.44986 3.70257 -2.23842
N -1.67069 -4.00591 -2.98238
N 2.84172 0.68964 -0.30407
H -3.54563 6.08913 -1.14212
H 3.20247 -5.24331 0.35545
H -2.68021 2.54595 -1.94710
C 1.70606 -3.66414 3.48133
H 1.60428 -2.27278 7.07653
H -1.54335 -3.86484 -5.02699
C 0.10090 -6.66226 -2.86087
H -1.12827 4.01981 -3.17866
C -0.58449 -0.19604 -5.63051
H -4.97493 3.28490 -1.37903
H -2.50791 3.56344 -4.19000
C -0.18543 0.06902 -4.20405
C 1.56567 3.79616 -3.24284
S 1.06295 -1.95969 -0.63602
C 0.82236 2.26125 -4.91029
H -1.09533 4.24368 4.05663
N 1.11444 -2.35803 3.30051
H 0.21564 -2.40490 5.18227
H -0.03173 2.53626 1.75725
H -1.23482 6.01625 2.44038
H 1.71430 4.15934 -5.35665
C -0.14417 -6.77276 -1.49971
H -4.77537 4.73983 -2.35862
C -0.86101 3.29439 3.56896
H -0.92396 -7.43469 -1.14118
C 1.83086 -5.05974 -2.40034
H 2.58080 -4.36080 -2.75197
H 0.28686 -0.45324 -6.23976
H 1.81020 3.67153 3.01296
H -4.30519 -4.28953 -3.75699
H -1.04762 0.68710 -6.06918
H -1.98096 -4.54148 -2.19027
C 2.26425 -1.57377 6.57390
C -1.11628 4.25476 1.24092
N -0.83039 -1.99449 -3.64959
C 4.50412 2.11638 -0.82587
N -0.32153 -0.77391 -3.24926
N -3.16036 1.32550 1.23122
N 1.81507 -3.91793 1.10177
H 2.13396 1.73480 1.25884
C 3.84148 0.91390 -1.13840
C 0.92667 -1.81526 2.04388
H -1.90518 0.15762 3.57259
H -1.79836 2.73890 3.47191
C -3.63453 0.06966 1.31589
H 5.34648 2.56589 -1.32210
H -2.96979 1.64072 0.28991
C 4.23140 -0.19586 6.58604
S -4.26522 -0.73241 -0.01261
N 0.61188 1.70392 -2.60456
C -0.20871 3.52024 2.20326
H 1.23129 3.08445 -1.23316
H -2.44738 1.61822 1.88601
C -1.14307 -2.79407 -2.68061
C 1.14653 2.87359 -2.29414
C -2.41986 6.21808 0.67221
H -3.40500 1.08036 3.89452
C -2.20183 -4.32140 -4.28875
H 0.92184 -4.42547 3.58587
C 0.42981 1.39149 -3.88768
H -0.48538 -7.23574 -3.56925
H 3.60192 -1.40277 8.24339
C 3.82277 2.60734 0.26652
C 2.83218 -0.28969 4.63051
H 4.61079 0.88976 4.77262
H -3.86268 -1.47290 2.53983
C 1.12759 4.23962 2.37155
C -1.56349 5.53561 1.52273
C -2.44686 4.29339 -0.79996
C -2.85586 5.57522 -0.47911
H 4.03396 0.21602 -1.93742
C -1.52086 3.60134 0.04490
C -2.99356 0.08848 3.69877
H 3.46019 -3.31771 2.29819
C 3.38659 -1.08390 7.23090
H 3.94854 3.49840 0.85670
C 1.32290 -2.55697 0.92344
C 1.61490 -5.18864 -1.03362
C 3.95136 0.19812 5.28271
C 1.08540 -5.79417 -3.30934
C 0.75912 -1.69836 4.54131
C -2.93715 3.60182 -2.05704
S 0.20749 -0.24178 1.93235
N 2.84267 1.72101 0.53518
H 2.60346 0.00872 3.61437
C 1.40253 3.47405 -4.57818
C 2.51290 -4.48859 -0.04052
C 2.59817 -4.00684 2.31471
H 1.99638 4.73658 -2.92845
N -3.62525 -0.49918 2.53773
H -3.99208 -4.06957 -5.48275
C -3.63040 -3.82972 -4.48060
H 5.10769 0.18855 7.09321
```

These are the Mulliken partial charges, in e, on atoms 1 to 2:
1. H 0.447
2. H 0.313


Here is a 2-piece molecular cluster, C4H8O3 overall in a non-equilibrium geometry from OMol25. Energies are from ωB97M-V/def2-TZVPD.

Properties
**Max |F|**: 4.31 eV Å⁻¹
**ΔE to the lowest compared entry with this formula, charge and spin**: 95.2 kcal per mole
**Highest occupied orbital energy**: -8.9 eV
**LUMO**: 0.80 eV
**Kohn-Sham gap**: 9.735 eV
**Net charge**: 0
**Molecular weight**: 104.10 g/mol

```
15
C4H8O3 (ωB97M-V/def2-TZVPD)
H 1.22932 2.55987 0.97250
C 1.37084 2.12115 0.05534
O -0.14605 -2.34330 -0.06018
H -1.83652 -1.13721 0.27696
H -1.85338 -2.23112 -1.24684
O 1.72941 -1.65258 0.64179
O -0.18661 1.04250 -1.41153
H -1.94834 -3.10824 0.33996
C 0.48331 -1.49179 0.67297
H 2.34006 1.41129 0.07069
H 1.90977 -2.47042 0.03196
C 0.13242 1.28287 -0.24298
C -1.59896 -2.20319 -0.19601
H 1.53442 2.84151 -0.72538
H -0.48047 1.14481 0.62959
```

These are the Mulliken partial charges, in e, on atoms 1 to 2:
1. H 0.343
2. C -0.864


Here is an isolated ion of composition C3H8NO and charge -1 in a non-equilibrium geometry from OMol25. Energies are from ωB97M-V/def2-TZVPD.

Properties
**Max |F|**: 2.80 eV Å⁻¹
**ΔE to the lowest compared entry with this formula, charge and spin**: 25.1 kcal per mole
**SMILES**: NCCC[O-]
**Highest occupied orbital energy**: -2.0 eV
**LUMO**: 4.31 eV
**Kohn-Sham gap**: 6.353 eV
**Net charge**: -1
**Molecular weight**: 74.10 g/mol

```
13
C3H8NO (ωB97M-V/def2-TZVPD)
C -1.10554 0.79696 -1.12834
H 0.80778 -0.33555 2.36295
H -0.97464 -0.81946 0.79196
O -0.79967 1.22676 -2.34174
H -1.57376 -0.18770 -0.98386
H 0.19361 -1.74192 -0.14426
H 1.97119 -0.65482 1.27171
N 1.09114 -0.95416 1.60745
H 0.72286 1.32069 0.10221
C 0.12895 -0.85579 0.49799
H 1.07108 0.20501 -1.13585
H -1.76066 1.54341 -0.54514
C 0.22766 0.45657 -0.35509
```

These are the Mulliken partial charges, in e, on atoms 1 to 2:
1. C -0.344
2. H 0.259


Here is a single C5H7N molecule from OMol25. Energies are from ωB97M-V/def2-TZVPD.

Properties
**Max |F|**: 0.31 eV Å⁻¹
**ΔE to the lowest compared entry with this formula, charge and spin**: 49.2 kcal per mole
**SMILES**: [H]/N=C/C=C=CC
**Highest occupied orbital energy**: -9.4 eV
**LUMO**: 0.77 eV
**Kohn-Sham gap**: 10.216 eV
**Net charge**: 0
**Molecular weight**: 81.12 g/mol

```
13
C5H7N (ωB97M-V/def2-TZVPD)
N -2.58139 -0.57160 -0.60649
H 2.16956 0.23536 -1.21573
H -3.49940 -0.50868 -1.04919
C -2.25254 0.56213 -0.13598
C 2.40913 -0.37913 -0.34458
C 0.09067 0.03822 0.49962
H 2.87587 -1.30800 -0.68532
H 3.15221 0.15952 0.25616
C -0.97807 0.79832 0.56952
C 1.19083 -0.66268 0.49612
H -2.89884 1.44884 -0.19630
H 1.26028 -1.49005 1.20186
H -0.93830 1.67773 1.21031
```

These are the Mulliken partial charges, in e, on atoms 1 to 2:
1. N -0.565
2. H 0.323